1.
Molecular formula: C2H5N5O
Method: DFT, ωB97M-V/def2-TZVPD

As for the energy relative to the best compared isomer or geometry (same formula, charge and spin): 166.4 kJ/mol. Its LUMO energy is 0.3 eV. The total charge is 0. The value obtained for the HOMO-LUMO gap is 8.98 eV. As for the total energy: -11650.81998 eV. Its strongest force on any atom is 0.0541 hartree/bohr. The value obtained for the molar mass is 115.10 g/mol. The HOMO energy is -8.6 eV.

Cartesian coordinates (Å):
N -2.37560 0.14046 0.02895
C -1.08191 -0.46732 0.04229
N -0.72816 -1.69063 -0.05276
N 0.63914 -1.68564 -0.15846
C 1.04407 -0.47357 -0.05349
N 2.34518 0.06458 -0.08615
N 0.00294 0.34990 0.10210
O 0.02119 1.67113 -0.26559
H -2.41700 0.61512 -0.83291
H -3.05182 -0.57115 0.13286
H 2.95493 -0.76440 -0.15898
H 2.53086 0.67944 0.71852
H 0.11617 2.13210 0.58361

***

2.
Molecular formula: C2H5N6O3S
Method: DFT, ωB97M-V/def2-TZVPD

As for the energy relative to the best compared isomer or geometry (same formula, charge and spin): 65.6 kJ/mol. Its LUMO energy is -5.7 eV. The total charge is +1. The value obtained for the HOMO-LUMO gap is 8.08 eV. As for the total energy: -28058.90248 eV. Its strongest force on any atom is 0.1161 hartree/bohr. The value obtained for the molar mass is 193.17 g/mol. The HOMO energy is -13.7 eV.

Cartesian coordinates (Å):
C 0.46061 0.23073 -1.85637
C -0.93382 -0.69238 -0.04935
N 2.91467 -0.30708 0.45235
N 1.67674 -0.24543 -1.49527
N -2.20853 -1.12922 0.18794
N -0.07567 -0.26497 0.91844
N 2.29870 -0.22595 -0.46596
N -0.15244 0.18234 2.13449
O -1.16002 0.23965 2.79295
O -0.53842 -0.63674 -1.22638
O 0.98999 0.35059 2.76020
S 0.33823 2.05050 -1.45479
H 0.35902 0.10171 -3.04866
H 1.91326 0.20490 2.33082
H -2.64860 -1.17574 1.02723
H -2.75225 -1.17097 -0.61973
H -0.48147 2.48806 -2.38792

***

3.
Molecular formula: C2H5N6O4
Method: DFT, ωB97M-V/def2-TZVPD

As for the multiplicity: 3. Its LUMO energy (spin up / spin down) is -4.7 / -7.0 eV. The total charge is +1. The value obtained for the HOMO-LUMO gap (spin up / spin down) is 6.55 / 7.91 eV. As for the total energy: -19267.22652 eV. Its strongest force on any atom is 0.1479 hartree/bohr. The value obtained for the molar mass is 177.10 g/mol. The HOMO energy (spin up / spin down) is -11.3 / -14.9 eV.

Cartesian coordinates (Å):
C -0.18343 2.27456 0.92135
C 1.34948 -1.59802 0.69507
N -0.21018 -1.69381 2.22256
N -0.63444 2.15414 2.00935
N 0.94562 -1.78727 1.96267
N -0.16200 0.96415 -2.60785
N 0.31488 -1.34231 -0.10147
N -0.78967 0.06618 -2.00957
O 0.33099 2.14875 -0.11215
O -1.05121 -1.73665 2.99772
O -0.81658 -1.32664 0.47819
O 0.44540 -1.14865 -1.34087
H 2.36972 -1.66367 0.37417
H -1.07041 2.71028 2.70945
H 0.20431 1.71489 -2.01269
H 0.17070 0.91122 -3.57381
H -1.21317 -0.64716 -2.61211

***

4.
Molecular formula: C2H5N7
Method: DFT, ωB97M-V/def2-TZVPD

As for the multiplicity: 3. As for the energy relative to the best compared isomer or geometry (same formula, charge and spin): 14.5 kJ/mol. Its LUMO energy (spin up / spin down) is 0.5 / -2.9 eV. The total charge is 0. The value obtained for the HOMO-LUMO gap (spin up / spin down) is 6.59 / 7.66 eV. As for the total energy: -12578.00686 eV. Its strongest force on any atom is 0.1244 hartree/bohr. The value obtained for the molar mass is 127.11 g/mol. The HOMO energy (spin up / spin down) is -6.1 / -10.5 eV.

Cartesian coordinates (Å):
C -1.97380 -0.78957 -0.19237
C -0.31793 0.24439 0.24082
N -3.20111 -1.02854 -0.47819
N -1.81351 0.53519 0.27497
N -3.80938 0.18528 -0.32748
N -3.04146 1.10823 0.07307
N -0.52869 -0.94888 -0.24765
N 0.75009 0.99337 0.36782
N 2.90609 -0.39859 -0.23874
H 0.60994 1.73640 1.07530
H 1.66982 0.74986 -0.01774
H 3.80306 -0.85043 -0.36988
H 2.24510 -0.85444 -0.86738
H 2.70178 -0.68228 0.70745

***

5.
Molecular formula: C2H5NO
Method: DFT, ωB97M-V/def2-TZVPD

As for the energy relative to the best compared isomer or geometry (same formula, charge and spin): 397.0 kJ/mol. Its LUMO energy is -0.7 eV. The total charge is 0. The value obtained for the HOMO-LUMO gap is 9.27 eV. As for the total energy: -5689.11460 eV. Its strongest force on any atom is 0.1965 hartree/bohr. The value obtained for the molar mass is 59.07 g/mol. The HOMO energy is -10.0 eV.

Cartesian coordinates (Å):
C -1.36134 -0.39934 -0.01462
C 0.08406 0.09182 0.03445
H -1.58122 -1.48075 -0.15304
H -1.89876 0.20250 -0.76430
H -1.93213 -0.05815 0.91249
H 1.01556 -1.84602 0.89796
H 2.07520 -0.44802 0.42757
N 1.09791 -0.73096 -0.25600
O 0.28745 1.32403 0.04404

***

6.
Molecular formula: C2H5NO
Method: DFT, ωB97M-V/def2-TZVPD

As for the energy relative to the best compared isomer or geometry (same formula, charge and spin): 316.3 kJ/mol. Its LUMO energy is 1.2 eV. The total charge is 0. The value obtained for the HOMO-LUMO gap is 10.91 eV. As for the total energy: -5689.95109 eV. Its strongest force on any atom is 0.0649 hartree/bohr. The value obtained for the molar mass is 59.07 g/mol. The HOMO energy is -9.7 eV.

Cartesian coordinates (Å):
C 0.37295 -0.76805 -1.48174
N 0.64545 -0.37204 -0.33295
O -0.52647 0.15946 0.17683
C -0.37569 0.79317 1.42434
H -0.68438 -0.69854 -1.85173
H 1.17282 -1.05628 -2.16885
H -0.90361 1.72885 1.51779
H 0.72616 1.11885 1.46863
H -0.60089 0.08500 2.29459

***

7.
Molecular formula: C2H5NO
Method: DFT, ωB97M-V/def2-TZVPD

As for the energy relative to the best compared isomer or geometry (same formula, charge and spin): 363.1 kJ/mol. Its LUMO energy is 0.8 eV. The total charge is 0. The value obtained for the HOMO-LUMO gap is 9.71 eV. As for the total energy: -5689.46653 eV. Its strongest force on any atom is 0.0562 hartree/bohr. The value obtained for the molar mass is 59.07 g/mol. The HOMO energy is -8.9 eV.

Cartesian coordinates (Å):
C 0.34974 1.25315 0.10977
N 0.47995 0.00257 -0.17508
C -0.64841 -0.94202 -0.08775
O 1.57480 -0.59691 -0.23237
H 1.19139 1.90530 0.31113
H -0.49431 1.98311 0.15215
H -0.70764 -1.60228 -0.92853
H -1.47893 -0.36770 0.17265
H -0.26659 -1.63522 0.67803

***

8.
Molecular formula: C2H5NO
Method: DFT, ωB97M-V/def2-TZVPD

As for the energy relative to the best compared isomer or geometry (same formula, charge and spin): 273.0 kJ/mol. Its LUMO energy is 0.8 eV. The total charge is 0. The value obtained for the HOMO-LUMO gap is 9.04 eV. As for the total energy: -5690.40057 eV. Its strongest force on any atom is 0.0071 hartree/bohr. The value obtained for the molar mass is 59.07 g/mol. The HOMO energy is -8.3 eV.

Cartesian coordinates (Å):
C 0.13545 0.73434 -0.94151
C 0.08181 -0.21809 0.12860
O 1.22964 -0.81084 0.21443
N -0.92941 -0.59613 0.91297
H -0.77869 0.99142 -1.47644
H 1.32921 -0.22087 -0.84570
H 0.72453 1.61069 -0.66230
H -0.83786 -1.41480 1.49465
H -1.78520 -0.06812 0.94186

***

9.
Molecular formula: C2H5NO
Method: DFT, ωB97M-V/def2-TZVPD

As for the energy relative to the best compared isomer or geometry (same formula, charge and spin): 0.4 kJ/mol. Its LUMO energy is 0.9 eV. The total charge is 0. The value obtained for the HOMO-LUMO gap is 10.74 eV. As for the total energy: -5693.22569 eV. Its strongest force on any atom is 0.0070 hartree/bohr. The value obtained for the molar mass is 59.07 g/mol. The HOMO energy is -9.9 eV.

Cartesian coordinates (Å):
C 0.26413 1.02504 -0.32011
C 0.05549 -0.47489 -0.41083
N -0.32454 -1.06480 0.76210
O 0.22337 -1.11483 -1.43180
H 0.86807 1.29141 0.55319
H -0.69920 1.54087 -0.23125
H 0.75672 1.37177 -1.22836
H -0.54172 -2.04879 0.74206
H -0.60232 -0.52578 1.56500

***

10.
Molecular formula: C2H5NO
Method: DFT, ωB97M-V/def2-TZVPD

As for the energy relative to the best compared isomer or geometry (same formula, charge and spin): 223.6 kJ/mol. Its LUMO energy is 0.7 eV. The total charge is 0. The value obtained for the HOMO-LUMO gap is 9.41 eV. As for the total energy: -5690.91162 eV. Its strongest force on any atom is 0.0677 hartree/bohr. The value obtained for the molar mass is 59.07 g/mol. The HOMO energy is -8.7 eV.

Cartesian coordinates (Å):
C 1.13490 -0.30692 -0.13500
N 0.10844 0.67566 -0.37449
C -0.99633 0.78081 0.21961
O -1.85394 -0.24114 0.23683
H 0.92578 -1.22165 -0.69986
H 2.07241 0.09233 -0.52028
H 1.24394 -0.55515 0.92562
H -1.43716 1.74712 0.43311
H -1.19803 -0.97107 -0.08554